(1)
This record from the Open Molecules 2025 dataset describes an isolated molecule of C3H9N2OP. The level of theory is ωB97M-V with the def2-TZVPD basis set.

XYZ file:
```
16
Properties=species:S:1:pos:R:3:forces:R:3:lowdin_charge:R:1
C 1.31712 1.72596 -0.93049 -1.35 2.12 -0.57 -0.4586
C 0.22002 -1.87537 0.35027 1.99 -0.28 -0.84 -0.0539
C -0.44443 -0.71221 -0.20417 0.84 3.11 0.47 -0.2590
N 1.35791 0.47696 -1.06782 -0.20 -2.97 0.31 0.0488
N -0.83763 0.37791 0.38921 0.62 -1.73 0.92 -0.2601
O 0.23559 2.35019 -0.57670 1.12 0.62 -0.45 -0.3340
P -1.79229 1.65622 -0.38137 -1.27 -0.55 1.48 0.8074
H 2.15474 2.33198 -1.31523 0.12 0.30 0.76 0.1151
H 0.78049 -1.60721 1.23737 -0.12 -0.25 0.41 0.0828
H -0.60456 -2.53435 0.53668 -0.12 -1.00 0.40 0.0822
H 0.98321 -2.32531 -0.40654 -1.66 0.75 1.22 0.1285
H -0.63817 -0.72444 -1.22068 -1.14 -0.39 -1.83 0.0908
H 2.25104 0.04118 -1.07597 1.01 0.15 -0.71 0.0424
H -0.37838 0.62796 1.25805 -0.28 -0.30 0.16 0.1231
H -2.82760 0.95053 0.54756 0.06 1.15 -1.25 -0.0803
H -1.78687 2.74713 0.56950 0.36 -0.71 -0.49 -0.0752
```
Positions in Å, forces in eV/Å.

total charge = 0
frontier orbital gap = 9.15 eV
spin multiplicity = 1
E_LUMO = 0.0230 hartree

---

(2)
This record from the Open Molecules 2025 dataset describes an isolated ion of composition C3H9N2OS and charge +1. The level of theory is ωB97M-V with the def2-TZVPD basis set.

XYZ file:
```
16
Properties=species:S:1:pos:R:3:forces:R:3:lowdin_charge:R:1
C 0.84526 -1.75211 0.78205 2.28 2.66 0.80 0.0177
N -0.31142 -1.61214 0.35113 -2.11 -3.02 0.52 -0.0177
S -0.98682 0.24693 -0.34675 6.36 3.39 2.82 0.8357
C -1.56444 0.89637 1.30379 -0.94 -1.32 -1.09 -0.0892
O -2.00957 -0.06139 -1.22239 -2.30 -1.01 -1.94 -0.2475
N 0.39924 0.91885 -0.58442 -3.84 -1.73 2.12 -0.2600
C 1.07554 1.11729 -1.82555 -0.81 -0.58 -1.01 -0.1346
H 1.49379 -0.86023 0.76309 -0.01 -0.41 -0.29 0.1037
H 1.20844 -2.58467 1.33801 0.11 -0.97 -0.03 0.1066
H -0.76615 -2.54545 0.57852 -0.67 1.58 -0.93 0.1581
H -1.68455 1.99991 1.12473 -0.56 -1.29 0.22 0.1005
H -2.41564 0.16844 1.55603 0.56 1.81 -0.60 0.1042
H -0.86578 0.72743 2.09781 0.98 -0.02 -0.04 0.0513
H 1.41767 2.10810 -1.74809 -0.16 1.80 -0.48 0.0714
H 0.34090 0.93892 -2.65298 1.44 0.21 0.18 0.1096
H 2.05860 0.65515 -1.86011 -0.34 -1.12 -0.26 0.0904
```
Positions in Å, forces in eV/Å.

total charge = +1
frontier orbital gap = 9.97 eV
structure (SMILES) = C=[NH+][S@](C)(=O)=NC
spin multiplicity = 1
E_LUMO = -0.1633 hartree

---

(3)
This record from the Open Molecules 2025 dataset describes an isolated molecule of C3H9N2P. The level of theory is ωB97M-V with the def2-TZVPD basis set.

XYZ file:
```
15
Properties=species:S:1:pos:R:3:forces:R:3:lowdin_charge:R:1
C -0.86668 -1.73343 0.35019 0.84 -1.21 2.43 -0.2203
N -0.68352 -0.43769 -0.15776 1.34 1.14 2.32 -0.4885
C 0.44547 0.28778 0.64918 -2.88 0.35 -2.63 -0.1519
C 0.50686 1.61573 -0.16472 2.86 0.65 1.52 -0.3292
N 0.55226 1.26787 -1.55324 2.80 -0.79 -1.26 -0.3323
P -0.52808 -0.04253 -1.77224 -1.32 0.90 -1.46 0.8012
H -1.28356 -1.59401 1.39384 0.59 -0.50 -0.81 0.0921
H -1.59366 -2.35798 -0.12298 -0.39 -0.16 -0.84 0.0546
H 0.11772 -2.32062 0.44078 -1.12 0.48 -0.09 0.0921
H 1.28758 -0.35616 0.35944 0.52 0.54 1.10 0.1021
H 0.15107 0.40925 1.70117 0.41 -0.37 -0.34 0.1146
H -0.23593 2.40191 -0.05648 -0.55 -0.47 0.76 0.1002
H 1.50091 2.09458 0.11182 -1.11 -0.23 -0.32 0.1212
H 1.58205 1.08268 -1.81925 -2.46 0.07 0.26 0.1036
H -1.69423 0.83941 -1.70968 0.47 -0.39 -0.66 -0.0598
```
Positions in Å, forces in eV/Å.

total charge = 0
frontier orbital gap = 8.98 eV
structure (SMILES) = CN1CCNP1
spin multiplicity = 1
E_LUMO = 0.0350 hartree

---

(4)
This record from the Open Molecules 2025 dataset describes an isolated molecule of C3H9N2P. The level of theory is ωB97M-V with the def2-TZVPD basis set.

XYZ file:
```
15
Properties=species:S:1:pos:R:3:forces:R:3:lowdin_charge:R:1
C 1.21537 -0.99825 -1.91614 -1.29 3.56 3.90 -0.0679
N 0.12303 -0.74116 -1.25901 1.72 -1.41 -0.54 -0.1410
P -0.25963 0.33768 0.03912 0.39 1.16 -0.21 0.5347
C -2.01109 -0.04299 0.40279 0.98 1.80 1.33 -0.1795
C 0.92166 -0.02341 1.48618 -0.72 2.00 -0.04 -0.1959
N -0.35032 1.84301 -0.37438 2.55 0.82 -1.20 -0.2683
H 1.25466 -1.81051 -2.54020 -0.08 -1.77 -1.84 0.0250
H 2.16465 -0.39908 -1.76794 -0.84 -0.61 -0.16 0.0843
H -2.13152 -0.51107 1.34664 -0.17 -1.20 0.61 0.0237
H -2.67932 0.84239 0.46746 1.07 -0.15 -0.37 0.0646
H -2.23808 -0.58258 -0.44530 -1.11 -1.70 -1.44 -0.0047
H 0.54868 0.77541 2.25536 0.76 -1.57 -1.24 0.0737
H 0.84975 -1.01558 1.88328 -0.13 -0.55 0.31 0.0078
H 2.00031 0.19884 1.25009 -1.21 -0.11 -0.06 0.0452
H 0.59185 2.12731 -0.82794 -1.93 -0.26 0.96 -0.0017
```
Positions in Å, forces in eV/Å.

total charge = 0
frontier orbital gap = 8.78 eV
structure (SMILES) = C=NP(C)(C)=N
spin multiplicity = 1
E_LUMO = 0.0139 hartree

---

(5)
This record from the Open Molecules 2025 dataset describes an isolated ion of composition C3H9N2S and charge -1. The level of theory is ωB97M-V with the def2-TZVPD basis set.

XYZ file:
```
15
Properties=species:S:1:pos:R:3:forces:R:3:lowdin_charge:R:1
N 2.25298 -0.31243 -0.30488 0.34 -0.29 0.48 -0.0280
C 0.85626 -0.64717 -0.56068 -0.27 0.24 -0.61 -0.2955
C -0.16231 0.29571 0.06019 -0.13 -0.21 0.91 -0.5370
N -0.22256 0.06683 1.52864 0.45 0.24 -0.31 -0.0002
C -1.53876 0.21918 -0.58339 0.19 -0.22 -0.29 -0.7914
S -2.67827 1.47766 0.03473 -0.20 0.08 0.09 0.1002
H 2.39050 -0.42578 0.70104 0.02 0.12 -0.24 0.0505
H 2.41970 0.67129 -0.48168 -0.13 0.05 -0.08 0.0493
H 0.71125 -1.67595 -0.23598 -0.18 -0.11 0.22 0.1038
H 0.65687 -0.66344 -1.63939 0.29 0.06 -0.02 0.0992
H 0.19474 1.32373 -0.02825 0.13 0.10 -0.30 0.1085
H -0.69904 0.89003 1.88814 -0.20 -0.13 0.10 0.0136
H -0.86419 -0.70019 1.70323 -0.10 -0.02 -0.05 0.0509
H -1.42063 0.28540 -1.67341 0.02 0.14 0.02 0.0332
H -1.89655 -0.80486 -0.40832 -0.22 -0.05 0.10 0.0429
```
Positions in Å, forces in eV/Å.

total charge = -1
frontier orbital gap = 6.69 eV
structure (SMILES) = NC[C@H](N)C[S-]
spin multiplicity = 1
E_LUMO = 0.1540 hartree

---

(6)
This record from the Open Molecules 2025 dataset describes an isolated ion of composition C3H9N2S and charge -1. The level of theory is ωB97M-V with the def2-TZVPD basis set.

XYZ file:
```
15
Properties=species:S:1:pos:R:3:forces:R:3:lowdin_charge:R:1
N -1.26608 1.79905 1.48072 -0.44 -1.71 3.00 -0.0571
C -0.94206 0.49897 0.74502 0.07 3.07 -1.47 -0.3226
N 0.49719 0.26146 0.59367 -0.97 -2.15 2.10 -0.1011
C 1.02856 -0.05777 -0.73031 1.13 -0.45 0.10 -0.3746
C 0.60062 -1.41825 -1.24365 -1.84 -0.14 -2.21 -0.7374
S 1.04500 -1.79449 -3.08341 -0.06 0.40 1.53 -0.0556
H -1.49266 1.51438 2.51421 0.65 0.89 -2.37 0.0723
H -0.43231 2.38700 1.56556 -0.09 -0.50 -0.25 0.0345
H -1.52231 -0.30216 1.16510 -0.05 -0.38 0.42 0.0931
H -1.40147 0.75994 -0.21588 0.31 -0.71 -0.30 0.0982
H 0.57261 -0.66446 1.08772 0.62 1.32 -0.23 0.1017
H 2.13286 -0.07105 -0.60736 -0.49 0.19 -0.22 0.0997
H 0.79022 0.76195 -1.39339 -0.18 0.00 -0.47 0.0888
H -0.53958 -1.40833 -1.24896 1.20 -0.21 0.23 0.0349
H 0.92941 -2.26625 -0.62905 0.12 0.39 0.14 0.0253
```
Positions in Å, forces in eV/Å.

total charge = -1
frontier orbital gap = 6.09 eV
structure (SMILES) = NCNCC[S-]
spin multiplicity = 1
E_LUMO = 0.1361 hartree

---

(7)
This record from the Open Molecules 2025 dataset describes an isolated ion of composition C3H9N2S and charge +1. The level of theory is ωB97M-V with the def2-TZVPD basis set.

XYZ file:
```
15
Properties=species:S:1:pos:R:3:forces:R:3:lowdin_charge:R:1
C 0.83912 1.04042 0.55358 0.07 -0.05 -0.76 -0.1808
C 0.02146 1.03358 -0.78287 0.38 1.70 -0.77 -0.3805
C 0.86811 -1.25824 0.31563 0.70 0.20 -0.33 -0.1841
N -1.66920 -0.86493 -0.63043 -1.14 -1.19 -0.53 -0.2418
N 0.55255 -0.22532 1.18019 0.48 -0.38 0.05 -0.0954
S -0.19196 -0.57544 -1.38288 0.47 -2.33 1.03 1.1092
H 1.90944 0.98423 0.31021 -0.27 0.51 0.07 0.1325
H 0.58710 1.97798 1.07651 0.24 -0.79 0.28 0.1456
H -1.02876 1.26653 -0.61146 0.14 0.95 -0.03 0.0862
H 0.48382 1.68174 -1.58389 -0.69 -0.62 0.90 0.1265
H 1.95059 -1.34784 0.04176 -1.09 0.26 0.07 0.1261
H 0.39676 -2.21280 0.54418 0.13 0.10 -0.08 0.1050
H -1.70615 -0.54668 0.31118 0.15 0.83 0.73 0.0303
H -0.33972 -0.33903 1.62519 -0.13 0.20 0.43 0.1215
H -1.99222 -1.84650 -0.52466 0.57 0.60 -1.06 0.0997
```
Positions in Å, forces in eV/Å.

total charge = +1
frontier orbital gap = 10.44 eV
spin multiplicity = 1
E_LUMO = -0.1424 hartree

---

(8)
This record from the Open Molecules 2025 dataset describes a 2-piece molecular cluster, C3H9N2S overall. The level of theory is ωB97M-V with the def2-TZVPD basis set.

XYZ file:
```
15
Properties=species:S:1:pos:R:3:forces:R:3:lowdin_charge:R:1
C -0.19086 1.83311 1.08735 0.00 1.09 -0.92 -0.2129
C 0.43020 -2.40586 -1.02827 -0.11 1.04 -0.98 -0.1060
C 0.37733 -3.49776 -0.32079 0.48 0.19 1.37 -0.0723
N -1.33733 1.96592 1.68614 -1.19 -0.12 0.05 0.1963
N -0.01962 2.01952 -0.20443 0.26 -0.84 -0.15 -0.3292
S 1.38163 1.46146 -1.02636 0.75 1.29 -1.88 0.8213
H 0.63862 1.61665 1.70430 1.28 0.11 0.29 0.1436
H 0.21087 -2.34729 -2.11867 0.38 -0.02 1.04 0.0730
H 0.73800 -1.54976 -0.46771 -0.07 1.04 -0.24 -0.0077
H 1.33973 2.49267 -2.08206 0.10 -1.59 1.96 -0.0141
H 0.23683 -4.37667 -0.85904 -0.54 -1.84 -0.17 0.0321
H 0.57821 -3.46453 0.77167 -0.15 -0.39 -1.00 0.0736
H -1.50855 2.32966 2.61349 0.55 -0.51 0.18 0.1526
H -2.14875 1.74366 1.15787 -0.91 0.37 -0.40 0.1298
H -0.72633 2.17922 -0.91348 -0.83 0.18 0.86 0.1200
```
Positions in Å, forces in eV/Å.

total charge = +1
frontier orbital gap = 8.54 eV
spin multiplicity = 1
E_LUMO = -0.1598 hartree

---

| no. | maximum force (eV/Å) | energy (Eh) |
| --- | --- | --- |
| 1 | 3.3 | -645.699724 |
| 2 | 7.7 | -702.244496 |
| 3 | 3.9 | -570.519477 |
| 4 | 5.4 | -570.511187 |
| 5 | 0.9 | -627.436031 |
| 6 | 3.5 | -627.393293 |
| 7 | 2.6 | -627.102118 |
| 8 | 2.5 | -627.071793 |